{
  "formula": "C32H34BN6ORu",
  "method": "ωB97M-V with the def2-TZVPD basis set",
  "total_energy_ev": -47952.4958,
  "spin_multiplicity": 5,
  "charge": 3,
  "symbols": ["Ru", "C", "C", "C", "C", "N", "N", "B", "N", "N", "C", "C", "C", "C", "C", "C", "C", "C", "C", "C", "N", "N", "C", "C", "C", "C", "C", "C", "C", "C", "C", "C", "C", "C", "C", "C", "C", "C", "H", "H", "H", "H", "H", "H", "H", "H", "H", "H", "H", "H", "H", "H", "H", "H", "H", "H", "H", "H", "H", "H", "H", "H", "H", "H", "H", "H", "C", "C", "O", "H", "H", "H", "H", "H", "H"],
  "positions_angstrom": [[-0.144920, -0.311055, 0.152950], [4.463987, 1.631073, -1.723616], [3.478662, 0.589734, -1.304351], [3.814857, -0.712488, -0.923603], [2.612040, -1.229100, -0.410290], [1.592020, -0.364258, -0.632519], [2.161616, 0.785126, -1.196421], [1.183274, 2.105339, -1.393541], [0.689800, 2.522329, 0.045547], [0.193334, 1.512360, 0.919862], [0.072243, 2.046218, 2.181025], [0.285994, 3.446582, 2.114279], [0.651957, 3.658895, 0.769843], [0.998940, 4.933561, 0.109440], [0.019714, 1.203967, 3.312898], [0.101209, 1.709623, 4.651459], [0.192998, 0.769906, 5.678974], [0.349426, -0.575852, 5.410516], [0.408035, -1.053469, 4.097269], [0.285668, -0.134136, 3.033595], [-0.104153, 1.527782, -2.089858], [-0.748175, 0.395362, -1.592559], [-1.397644, -0.152590, -2.656655], [-1.401810, 0.729762, -3.762998], [-0.683530, 1.867880, -3.302165], [-0.771982, 3.287348, -3.701518], [-1.947339, -1.438180, -2.652627], [-2.601412, -1.860294, -3.855194], [-3.297788, -3.049618, -3.851500], [-3.360851, -3.827010, -2.672934], [-2.616617, -3.491036, -1.529228], [-2.000031, -2.242096, -1.531452], [2.333890, -2.476438, 0.227884], [3.457321, -3.358867, 0.435725], [3.306676, -4.536630, 1.104186], [2.097417, -4.834068, 1.785743], [1.026858, -3.970594, 1.553261], [1.115383, -2.814038, 0.765249], [4.166964, 2.567578, -1.244093], [4.571267, 1.852468, -2.766957], [5.457327, 1.344870, -1.347532], [4.735660, -1.229825, -1.036451], [1.741309, 2.976799, -2.036515], [0.189794, 4.044206, 3.003048], [0.868577, 5.678609, 0.891278], [0.323123, 5.135710, -0.735213], [2.045280, 4.984977, -0.333152], [0.083637, 2.792173, 4.844243], [0.154009, 1.145873, 6.720265], [0.457207, -1.374879, 6.186546], [0.406392, -2.133450, 3.846261], [0.350465, -0.403838, 1.927928], [-1.781300, 0.706715, -4.776663], [0.226729, 3.674682, -4.037032], [-1.168201, 3.936070, -2.884805], [-1.415184, 3.405423, -4.590568], [-2.438387, -1.190089, -4.728821], [-3.903619, -3.352570, -4.720353], [-3.979996, -4.717873, -2.691876], [-2.654261, -4.061745, -0.574841], [-1.497254, -1.839297, -0.619886], [4.367630, -3.108069, -0.126709], [4.046344, -5.316753, 0.959447], [2.005888, -5.692127, 2.490469], [0.132840, -4.047127, 2.174132], [0.258136, -2.226957, 0.379359], [-4.528435, 0.356962, 0.541596], [-3.226117, 0.956065, 1.042093], [-2.288634, -0.205361, 1.330602], [-5.197798, 1.189975, 0.269102], [-5.061489, -0.273782, 1.284853], [-4.285397, -0.323419, -0.279710], [-3.447875, 1.622955, 1.926231], [-2.633323, 1.612273, 0.308063], [-2.898375, -0.778250, 1.838980]],
  "forces_ev_per_a": [[-0.4, -0.4, 1.1], [0.0, 0.3, 1.1], [0.8, 0.0, -1.0], [-2.4, 0.1, 0.7], [0.7, -0.3, -1.1], [0.9, 1.7, -0.3], [-1.8, 0.8, 0.3], [0.5, -0.6, 1.2], [-1.0, -1.0, 1.9], [1.1, 1.4, -0.6], [0.5, 2.4, -1.9], [-0.3, -2.4, -1.1], [0.7, 0.6, -0.3], [0.8, 0.6, -0.3], [1.1, -0.3, 1.3], [-0.5, -1.0, -1.0], [0.1, 1.4, 0.8], [0.2, -1.9, -0.1], [-0.6, 0.0, -1.6], [-0.6, -0.9, 1.4], [-2.0, -0.8, -0.8], [1.1, 1.0, -2.7], [0.0, 0.2, -0.2], [1.3, 2.3, 0.7], [-0.5, -1.2, 1.2], [1.1, 1.0, -1.3], [-1.0, 0.1, -1.1], [0.4, -0.1, -0.5], [-0.5, 0.5, -0.4], [0.2, -0.2, -0.6], [0.1, 1.4, 1.1], [0.4, -1.4, 1.8], [2.1, -1.4, 0.9], [-1.0, 1.2, -1.3], [-0.6, -1.2, 0.0], [0.2, 0.6, -0.3], [-0.8, 0.5, 1.3], [0.9, -0.6, -0.4], [0.2, 0.0, 0.0], [-0.3, -0.3, -0.7], [-0.4, 0.1, -0.1], [0.6, 0.1, 0.2], [-0.5, -0.5, 0.5], [0.2, 0.7, -0.4], [0.2, 0.5, -0.4], [0.0, 0.0, 0.4], [-1.2, -0.2, 0.8], [-0.2, -0.7, 0.0], [0.2, -0.4, -0.7], [-0.2, 1.2, -0.4], [0.5, 0.8, 0.5], [0.5, -0.4, 2.6], [-0.3, -0.3, 0.4], [-0.8, -0.2, 0.5], [0.3, -0.7, -0.5], [0.1, -0.2, 0.5], [-0.7, -1.1, 0.6], [0.6, 0.1, 0.4], [0.1, 0.0, 0.1], [0.0, 0.2, -1.1], [-0.8, -0.9, -0.6], [-0.3, -0.4, 0.6], [0.3, 0.2, 0.7], [0.0, 0.7, -0.9], [0.0, -0.5, -0.5], [-0.4, -0.7, 0.6], [0.2, 0.1, -0.1], [0.8, 0.7, -0.2], [-0.8, 1.3, -0.2], [0.1, -0.6, -0.2], [0.4, 0.6, 0.0], [-0.4, 0.3, -0.3], [0.8, -1.1, -0.5], [-1.1, -1.1, 0.8], [1.0, -0.2, -0.2]]
}